1.
ORCA calculation (the ωB97M-V functional and the def2-TZVPD basis) on a structure of composition C26H30F5MgN8O3P2S2.

The geometry in XYZ format:
```
77
Properties=species:S:1:pos:R:3:lowdin_charge:R:1
Mg -0.063 -0.109 0.426 0.452
C -1.986 -4.331 0.384 -0.070
N -2.527 -3.001 0.146 -0.290
C -2.866 -2.693 -1.251 -0.070
P -2.689 -1.800 1.223 0.492
O -2.021 -0.518 0.882 -0.311
O -2.028 -2.409 2.589 -0.249
P -0.484 -2.160 3.065 0.516
O 0.269 -1.376 2.045 -0.293
N -0.552 -1.355 4.489 -0.281
C -0.948 -2.046 5.713 -0.076
C -0.936 0.056 4.455 -0.071
N 0.084 -3.666 3.285 -0.293
C -0.718 -4.799 3.734 -0.098
C 1.531 -3.869 3.347 -0.067
N -4.270 -1.558 1.503 -0.285
C -4.738 -0.294 2.069 -0.072
C -5.178 -2.684 1.685 -0.074
H -2.625 -5.070 -0.102 0.095
H -1.957 -4.552 1.447 0.052
H -0.976 -4.429 -0.025 0.098
H -3.554 -3.449 -1.633 0.092
H -1.969 -2.664 -1.872 0.072
H -3.344 -1.717 -1.318 0.088
H -0.464 -3.017 5.779 0.071
H -2.033 -2.182 5.783 0.095
H -0.623 -1.453 6.567 0.093
H -0.547 0.526 3.555 0.059
H -0.509 0.561 5.321 0.095
H -2.024 0.183 4.481 0.094
H -1.777 -4.551 3.726 0.080
H -0.439 -5.098 4.747 0.088
H -0.552 -5.652 3.072 0.093
H 2.048 -2.989 2.970 0.077
H 1.804 -4.724 2.727 0.095
H 1.857 -4.061 4.372 0.092
H -4.037 0.500 1.827 0.071
H -4.857 -0.361 3.155 0.090
H -5.706 -0.045 1.631 0.094
H -4.812 -3.552 1.141 0.079
H -6.159 -2.420 1.291 0.093
H -5.289 -2.947 2.742 0.091
S 5.095 4.759 3.255 1.052
N 3.492 4.875 3.144 -0.207
C 3.072 3.769 2.555 -0.301
C 1.686 3.448 2.258 -0.070
C 0.618 4.299 2.545 0.037
C -0.659 3.908 2.210 -0.004
C -0.841 2.671 1.600 -0.097
N 0.168 1.852 1.321 0.081
C 1.422 2.228 1.638 -0.112
C 2.516 1.303 1.278 -0.121
N 2.161 0.162 0.666 0.055
C 3.105 -0.679 0.279 -0.093
C 4.460 -0.443 0.503 -0.012
C 4.834 0.717 1.144 0.029
C 3.847 1.620 1.542 -0.073
C 4.123 2.882 2.207 -0.299
N 5.319 3.333 2.541 -0.206
H 0.815 5.254 3.016 0.129
H -1.512 4.542 2.402 0.120
H -1.828 2.327 1.311 0.115
H 2.774 -1.568 -0.245 0.124
H 5.195 -1.158 0.163 0.117
H 5.873 0.949 1.338 0.128
F -0.882 5.408 -3.444 0.134
C -0.687 4.134 -3.119 -0.144
C -1.418 3.550 -2.103 -0.147
F -2.329 4.262 -1.433 0.116
C -1.193 2.226 -1.778 -0.244
F -1.922 1.707 -0.773 0.033
C -0.245 1.432 -2.412 -0.531
S 0.056 -0.241 -1.982 0.646
C 0.476 2.058 -3.429 -0.243
F 1.419 1.386 -4.088 0.091
C 0.261 3.377 -3.786 -0.142
F 0.975 3.932 -4.762 0.132
```

Summary:
LUMO: -3.05 eV
Largest force on an atom: 0.3 eV/Å
Electronic energy: -104797.1914 eV
ΔE to the lowest compared entry with this formula, charge and spin: 1.2 kcal per mole
E_HOMO: -9.79 eV
2S+1: 1
Total charge: +1

***

2.
ORCA calculation (the ωB97M-V functional and the def2-TZVPD basis) on a structure of composition C14H15N2O5Se2Te2Ti at a distorted geometry.

The geometry in XYZ format:
```
41
Properties=species:S:1:pos:R:3:lowdin_spin:R:1
Ti -1.989 1.279 -1.538 0.070
O -0.370 -1.995 -1.167 0.003
C -1.283 -2.524 -0.234 0.000
C -1.474 -1.506 0.872 0.001
N -2.128 -0.232 0.506 0.000
C -3.532 -0.502 0.131 0.001
C -3.609 -1.043 -1.303 0.001
O -4.376 -1.947 -1.593 0.000
O -2.775 -0.472 -2.100 0.005
C -2.031 0.685 1.646 0.000
C -1.876 2.157 1.254 0.000
O -2.076 3.020 2.086 0.000
O -1.450 2.329 0.048 0.000
H -0.496 -2.402 -2.026 0.001
H -0.867 -3.425 0.242 0.000
H -2.236 -2.805 -0.685 0.000
H -0.489 -1.283 1.285 0.001
H -2.079 -1.978 1.663 0.000
H -4.080 0.443 0.154 0.000
H -4.009 -1.216 0.816 0.000
H -1.117 0.453 2.197 0.000
H -2.868 0.567 2.342 0.000
Se 0.378 0.725 -2.452 0.194
Te 1.004 4.277 -4.762 0.022
Te -0.797 2.699 -3.521 0.021
Se -3.937 2.467 -1.980 -0.024
C 1.920 1.985 -0.688 0.284
C 2.700 1.023 -0.041 0.064
C 2.241 0.385 1.149 0.072
C 2.978 -0.579 1.781 0.004
C 4.224 -0.985 1.262 0.105
C 4.687 -0.386 0.075 0.005
C 3.949 0.579 -0.557 0.074
C 5.004 -1.967 1.928 0.024
N 5.640 -2.763 2.473 0.061
H 2.326 2.581 -1.495 0.004
H 1.045 2.386 -0.195 0.004
H 1.286 0.695 1.557 0.004
H 2.609 -1.040 2.690 -0.002
H 5.638 -0.701 -0.338 -0.002
H 4.314 1.017 -1.479 0.004
```

Summary:
LUMO (spin up / spin down): 3.98 / 3.75 eV
Largest force on an atom: 1.4 eV/Å
Electronic energy: -196377.6492 eV
ΔE to the lowest compared entry with this formula, charge and spin: 41.6 kcal per mole
E_HOMO (spin up / spin down): -1.04 / -1.38 eV
2S+1: 2
Total charge: -2

***

3.
ORCA calculation (the ωB97M-V functional and the def2-TZVPD basis) on a structure of composition C7H3AgBrF9O4P at a distorted geometry.

The geometry in XYZ format:
```
26
Properties=species:S:1:pos:R:3:lowdin_charge:R:1
O -1.206 -2.419 2.954 0.209
C -1.333 -1.861 1.899 -0.488
O -2.343 -1.976 0.993 0.087
C -1.654 -1.956 -0.249 -0.129
C -0.559 -0.847 -0.011 -0.482
P 0.911 -1.507 -1.045 0.589
O 0.100 -2.127 -2.308 -0.323
Br 1.455 -3.301 0.138 0.468
C -1.099 0.485 -0.554 -0.438
F -2.424 0.524 -0.377 0.178
F -0.892 0.537 -1.876 0.134
C -0.594 1.766 0.157 -0.368
F -1.242 2.790 -0.413 0.182
F -0.947 1.747 1.429 0.214
C 0.924 2.089 0.021 -0.334
F 1.478 1.610 -1.130 0.037
F 1.057 3.409 -0.030 0.184
C 1.852 1.632 1.169 -0.554
F 1.564 2.214 2.299 0.251
F 3.099 2.058 0.783 0.112
F 1.906 0.325 1.277 0.201
O -0.444 -0.926 1.369 0.017
H -2.291 -1.869 -1.115 0.147
H -1.208 -2.946 -0.311 0.089
H 0.311 -1.641 -3.108 0.063
Ag 3.581 2.190 -1.962 0.955
```

Summary:
LUMO: -6.64 eV
Largest force on an atom: 3.0 eV/Å
Electronic energy: -123277.5602 eV
E_HOMO: -12.56 eV
2S+1: 1
Total charge: +1